# 1
The following is a DFT calculation (ωB97M-V/def2-TZVPD) of a 6-piece molecular cluster, C42H98N6O10 overall at a distorted geometry.

Geometry as ORCA input:
```
! RIJCOSX wB97M-V def2-TZVPD def2/J DEFGRID3
* xyz 0 1
C -1.215 2.436 4.124
C -2.668 2.358 3.661
C -3.159 0.911 3.878
C -3.478 3.337 4.485
C -4.894 3.525 3.956
C -4.856 3.978 2.510
C -3.973 3.056 1.621
C -4.841 1.833 1.285
C -3.734 3.849 0.353
N -2.722 2.778 2.267
O -1.818 2.078 1.442
H -1.060 2.479 5.198
H -0.649 1.667 3.587
H -0.726 3.338 3.726
H -4.246 0.879 3.874
H -2.763 0.291 3.074
H -2.846 0.536 4.854
H -3.579 3.051 5.538
H -2.950 4.296 4.540
H -5.503 2.618 4.031
H -5.429 4.213 4.620
H -4.440 4.986 2.442
H -5.859 3.937 2.084
H -5.538 1.987 0.463
H -5.415 1.489 2.150
H -4.284 0.920 1.039
H -3.067 3.308 -0.326
H -3.280 4.818 0.571
H -4.636 4.007 -0.240
H -1.077 2.703 1.410
C 0.198 -4.101 2.436
C 0.600 -3.825 0.976
C 0.268 -5.042 0.134
C -0.177 -2.615 0.430
C 0.416 -1.310 0.909
C 1.902 -1.237 0.574
C 2.720 -2.343 1.237
C 4.125 -2.317 0.684
C 2.760 -2.129 2.770
N 2.045 -3.578 0.865
O 2.780 -4.693 1.351
H 0.773 -4.936 2.835
H 0.281 -3.193 3.030
H -0.842 -4.431 2.528
H -0.654 -5.540 0.474
H 0.071 -4.845 -0.921
H 0.933 -5.904 0.229
H -0.202 -2.621 -0.662
H -1.196 -2.755 0.800
H -0.079 -0.417 0.512
H 0.241 -1.167 1.983
H 2.197 -0.203 0.759
H 1.959 -1.364 -0.515
H 4.247 -2.646 -0.352
H 4.835 -2.868 1.312
H 4.640 -1.349 0.648
H 3.705 -1.648 3.058
H 2.712 -3.061 3.323
H 2.034 -1.381 3.089
H 3.315 -4.947 0.592
C 8.469 -4.411 0.125
O 7.710 -4.410 -1.061
C 8.399 -3.871 -2.163
C 7.634 -4.239 -3.411
N 7.930 -5.646 -3.772
C 7.100 -6.178 -4.833
C 7.308 -5.531 -6.182
O 6.857 -4.200 -6.314
C 5.459 -4.024 -6.245
H 7.799 -4.519 0.985
H 8.886 -3.415 0.323
H 9.160 -5.256 0.139
H 9.395 -4.317 -2.306
H 8.534 -2.784 -2.094
H 7.879 -3.590 -4.250
H 6.544 -4.195 -3.253
H 7.838 -6.155 -2.901
H 6.049 -6.310 -4.523
H 7.429 -7.213 -5.006
H 6.769 -6.147 -6.916
H 8.373 -5.504 -6.407
H 5.129 -3.311 -7.006
H 5.180 -3.545 -5.299
H 4.947 -4.976 -6.404
C 1.294 3.912 6.553
O 0.360 4.633 5.776
C 0.762 5.992 5.561
C 0.193 6.397 4.225
N 0.906 5.757 3.124
C 0.131 5.753 1.914
C 0.837 4.906 0.844
O 0.502 3.544 1.017
C 1.544 2.684 1.485
H 1.413 4.373 7.540
H 2.245 3.865 6.015
H 0.886 2.916 6.716
H 1.858 6.047 5.580
H 0.369 6.544 6.419
H 0.151 7.482 4.110
H -0.840 6.012 4.232
H 1.144 4.830 3.463
H 0.055 6.783 1.558
H -0.891 5.348 2.004
H 1.899 5.103 1.014
H 0.558 5.270 -0.147
H 2.467 3.225 1.685
H 1.716 1.854 0.798
H 1.160 2.249 2.414
C -1.571 2.223 -3.283
O -0.188 2.384 -3.318
C 0.387 2.498 -2.024
C 1.882 2.411 -2.215
N 2.167 1.100 -2.806
C 3.550 0.799 -3.038
C 4.255 0.483 -1.747
O 5.404 -0.326 -1.916
C 6.503 0.070 -1.152
H -2.051 2.651 -4.162
H -2.099 2.623 -2.403
H -1.875 1.165 -3.202
H 0.078 1.667 -1.384
H 0.177 3.488 -1.610
H 2.396 2.467 -1.253
H 2.249 3.226 -2.857
H 1.557 0.965 -3.598
H 4.106 1.414 -3.763
H 3.575 -0.148 -3.606
H 3.627 -0.020 -1.010
H 4.539 1.436 -1.266
H 6.366 0.117 -0.064
H 6.853 1.051 -1.501
H 7.316 -0.637 -1.325
C -12.020 -2.454 -4.361
O -11.617 -1.668 -3.269
C -10.231 -1.777 -2.994
C -9.934 -0.812 -1.840
N -8.581 -0.241 -1.917
C -7.526 -1.091 -1.403
C -6.197 -0.345 -1.387
O -5.137 -1.265 -1.568
C -3.924 -0.645 -1.887
H -11.974 -1.848 -5.276
H -13.072 -2.733 -4.259
H -11.488 -3.398 -4.509
H -9.704 -1.424 -3.889
H -9.925 -2.792 -2.722
H -10.103 -1.216 -0.844
H -10.614 0.031 -1.976
H -8.393 0.007 -2.882
H -7.359 -2.024 -1.968
H -7.791 -1.401 -0.390
H -6.128 0.148 -0.417
H -6.199 0.358 -2.228
H -3.306 -0.424 -1.004
H -4.043 0.300 -2.429
H -3.330 -1.322 -2.505
*
```

SMILES: CC1(C)CCCC(C)(C)N1O.CC1(C)CCCC(C)(C)N1O.COCCNCCOC.COCCNCCOC.COCCNCCOC.COCCNCCOC
HOMO-LUMO gap: 8.62 eV
E_LUMO: 0.58 eV
HOMO: -8.0 eV

Atom charges from the Löwdin analysis, given in e for atoms 1 to 5: C -0.03; C -0.51; C -0.01; C -0.14; C -0.18

***

# 2
The following is a DFT calculation (ωB97M-V/def2-TZVPD) of a 2-piece molecular cluster, C3H6O2 overall.

Geometry as ORCA input:
```
! RIJCOSX wB97M-V def2-TZVPD def2/J DEFGRID3
* xyz 0 1
C 0.956 0.760 -0.980
O -0.218 1.002 -0.524
C -0.891 0.403 0.451
C -0.270 -0.392 1.474
O -0.886 -0.898 2.399
H 1.627 0.072 -0.480
H 0.030 -1.203 -1.474
H 1.257 1.375 -1.816
H -0.520 -1.336 -0.969
H -1.919 0.730 0.516
H 0.833 -0.512 1.404
*
```

HOMO-LUMO gap (spin up / spin down): 7.74 / 8.22 eV
E_LUMO (spin up / spin down): -0.68 / -0.34 eV
HOMO (spin up / spin down): -8.4 / -8.6 eV

Atom charges from the Löwdin analysis, given in e for atoms 1 to 5: C -0.04; O -0.10; C -0.13; C -0.31; O 0.01

***

# 3
The following is a DFT calculation (ωB97M-V/def2-TZVPD) of C35H35BCl2CsF3N11S as an isolated structure at a distorted geometry.

Geometry as ORCA input:
```
! RIJCOSX wB97M-V def2-TZVPD def2/J DEFGRID3
* xyz 0 2
Cs 0.916 -0.939 -0.653
C 2.590 -0.101 -4.533
C 1.695 0.991 -4.050
C 1.351 2.214 -4.704
C 0.914 2.991 -3.693
N 0.789 2.252 -2.546
N 1.348 0.998 -2.790
B 0.517 2.757 -1.130
N 1.836 2.407 -0.224
C 3.113 2.128 -0.611
C 3.872 1.809 0.458
C 3.016 1.977 1.530
C 3.382 1.823 3.041
N 1.763 2.284 1.129
N -0.745 2.162 -0.409
C -1.380 2.814 0.544
C -2.554 2.198 0.734
C -2.593 1.106 -0.171
C -3.711 0.140 -0.334
N -1.445 1.072 -0.895
N 0.309 4.244 -1.271
C 1.098 5.217 -0.773
C 0.402 6.400 -0.892
C -0.832 6.051 -1.506
C -1.981 6.884 -1.964
N -0.865 4.741 -1.678
H 3.648 0.165 -4.642
H 2.127 -0.476 -5.437
H 2.554 -0.822 -3.693
H 1.574 2.412 -5.758
H 0.521 4.011 -3.745
H 3.432 2.166 -1.669
H 4.942 1.578 0.477
H 2.458 1.835 3.595
H 3.891 2.705 3.427
H 4.023 0.921 3.265
H -0.891 3.647 0.989
H -3.264 2.472 1.499
H -4.667 0.602 -0.581
H -3.721 -0.489 0.555
H -3.476 -0.485 -1.203
H 2.137 5.038 -0.499
H 0.878 7.367 -0.807
H -1.631 7.803 -2.501
H -2.655 7.177 -1.188
H -2.522 6.304 -2.726
C 2.075 -5.888 3.244
N 1.980 -4.522 3.628
C 3.011 -3.621 3.299
C 2.453 -2.359 3.441
N 1.216 -2.619 4.009
C 0.874 -3.926 4.112
S -1.258 -4.423 3.071
C 0.324 -1.551 3.951
C -0.649 -1.261 4.859
C -1.398 -0.132 4.665
C -1.148 0.652 3.532
C -0.224 0.188 2.637
N 0.502 -0.952 2.794
H 1.544 -6.411 4.048
H 3.144 -6.174 3.382
H 1.633 -6.086 2.340
H 3.969 -3.897 2.901
H 2.797 -1.433 3.076
H -0.810 -1.821 5.768
H -2.056 0.297 5.404
H -1.806 1.534 3.394
H 0.023 0.734 1.778
Cl -3.848 -2.553 1.985
C -4.522 -1.495 3.198
Cl -6.115 -0.901 2.771
H -3.828 -0.648 3.336
H -4.393 -1.918 4.194
F -0.274 -2.290 -5.918
C -1.041 -3.241 -5.391
F -0.788 -4.365 -6.055
F -2.339 -2.909 -5.558
C -0.957 -3.502 -3.864
C -0.245 -4.625 -3.381
C -0.124 -4.874 -2.058
C -0.879 -4.063 -1.159
C -1.647 -3.058 -1.697
C -1.675 -2.739 -3.002
C -0.818 -4.199 0.226
C -1.042 -4.126 1.423
H 0.314 -5.155 -4.132
H 0.570 -5.684 -1.799
H -2.367 -2.563 -1.042
H -2.342 -1.973 -3.381
*
```

HOMO-LUMO gap (spin up / spin down): 7.22 / 6.70 eV
E_LUMO (spin up / spin down): -0.23 / -1.54 eV
HOMO (spin up / spin down): -7.4 / -8.2 eV

Atom charges from the Löwdin analysis, given in e for atoms 1 to 5: Cs 0.94; C -0.03; C -0.39; C -0.02; C -0.07

***

# 4
The following is a DFT calculation (ωB97M-V/def2-TZVPD) of an isolated ion of composition C5H14N3 and charge +1 at a distorted geometry.

Geometry as ORCA input:
```
! RIJCOSX wB97M-V def2-TZVPD def2/J DEFGRID3
* xyz 1 1
C -2.453 -0.184 -1.268
C -0.948 -0.263 -0.992
N -0.690 -1.648 -0.289
C -0.590 0.985 -0.026
C 0.693 0.822 0.736
N 0.708 -0.409 1.563
C 1.956 1.176 0.211
N 3.211 0.656 0.432
H -3.173 -0.582 -0.502
H -2.739 0.892 -1.660
H -2.586 -0.874 -2.056
H -0.381 -0.271 -1.910
H -1.111 -1.727 0.742
H -1.077 -2.504 -0.688
H 0.299 -1.835 0.067
H -0.535 1.796 -0.808
H -1.363 1.163 0.789
H -0.093 -0.468 2.286
H 1.557 -0.280 2.032
H 1.918 2.105 -0.403
H 3.995 1.293 0.379
H 3.401 0.157 1.365
*
```

SMILES: C[C@H]([NH3+])C/C(N)=C/N
HOMO-LUMO gap: 8.04 eV
E_LUMO: -3.21 eV
HOMO: -11.2 eV

Atom charges from the Löwdin analysis, given in e for atoms 1 to 5: C -0.07; C -0.27; N 0.15; C -0.13; C -0.31

***

# 5
The following is a DFT calculation (ωB97M-V/def2-TZVPD) of an isolated ion of composition C9H11O4S and charge -1 at a distorted geometry.

Geometry as ORCA input:
```
! RIJCOSX wB97M-V def2-TZVPD def2/J DEFGRID3
* xyz -1 1
C -0.772 1.550 1.590
C -0.355 0.201 1.016
C 0.809 -0.432 0.730
C 2.116 0.146 0.557
S 2.166 1.488 -0.463
O 1.849 2.776 0.142
O 3.316 1.595 -1.372
O 0.644 1.369 -1.541
C -0.007 0.271 -1.691
O 0.361 -0.769 -2.219
C -1.458 0.240 -1.138
C -1.441 -0.478 0.204
C -1.004 -1.979 0.129
C 0.518 -1.876 0.284
H -0.499 1.585 2.643
H -1.821 1.508 1.585
H -0.338 2.260 0.919
H 2.851 -0.479 0.079
H -1.811 1.217 -0.958
H -2.047 -0.254 -1.811
H -2.478 -0.440 0.677
H -1.259 -2.285 -0.874
H -1.439 -2.620 0.916
H 0.826 -2.500 1.080
H 1.273 -2.094 -0.481
*
```

SMILES: CC1=C2C=[S@@](=O)([O-])OC(=O)C[C@H]1CC2
HOMO-LUMO gap: 7.31 eV
E_LUMO: 3.61 eV
HOMO: -3.7 eV

Atom charges from the Löwdin analysis, given in e for atoms 1 to 5: C -0.02; C -0.22; C -0.30; C -0.22; S 0.73

***

# 6
The following is a DFT calculation (ωB97M-V/def2-TZVPD) of one molecule with the formula C10H18O2 at a distorted geometry.

Geometry as ORCA input:
```
! RIJCOSX wB97M-V def2-TZVPD def2/J DEFGRID3
* xyz 0 1
C -0.264 2.651 -1.813
C -1.100 1.332 -1.382
C -2.295 1.736 -0.395
C -0.305 0.294 -0.581
C 0.172 0.778 0.648
C 0.970 -0.126 1.532
C 1.365 -1.482 0.817
C 2.369 -2.577 1.239
C 0.017 -2.112 0.391
C -0.950 -1.047 -0.199
O 1.814 -0.827 -0.537
O 0.804 -0.214 -1.299
H -0.795 3.047 -2.552
H 0.683 2.228 -2.289
H 0.261 3.095 -0.937
H -1.560 0.859 -2.261
H -2.645 2.744 -0.808
H -1.872 1.768 0.587
H -3.059 0.823 -0.701
H -0.859 1.519 0.940
H 0.929 1.549 0.357
H 1.904 0.327 2.058
H 0.184 -0.116 2.367
H 2.095 -3.652 0.813
H 1.874 -2.467 2.409
H 3.429 -1.973 1.127
H 0.262 -3.027 -0.383
H -0.419 -2.786 1.234
H -1.491 -1.353 -1.127
H -1.518 -0.990 0.743
*
```

SMILES: CC(C)[C@]12CC[C@](C)(CC1)OO2
HOMO-LUMO gap: 9.21 eV
E_LUMO: 0.83 eV
HOMO: -8.4 eV

Atom charges from the Löwdin analysis, given in e for atoms 1 to 5: C -0.02; C -0.28; C -0.05; C -0.56; C -0.20

***

# 7
The following is a DFT calculation (ωB97M-V/def2-TZVPD) of a 5-piece molecular cluster, C9H27NO5 overall at a distorted geometry.

Geometry as ORCA input:
```
! RIJCOSX wB97M-V def2-TZVPD def2/J DEFGRID3
* xyz 0 1
C 17.566 -15.358 8.761
C 16.715 -15.131 10.059
C 15.481 -14.289 9.742
C 16.097 -16.483 10.557
C 17.070 -17.462 11.271
C 17.928 -16.737 12.368
C 18.433 -15.356 11.857
C 18.722 -14.650 13.233
C 19.857 -15.447 11.189
N 17.455 -14.562 11.113
O 17.904 -13.261 10.984
H 16.918 -15.186 7.902
H 18.323 -14.592 8.597
H 18.011 -16.349 8.673
H 15.760 -13.438 9.120
H 14.788 -14.864 9.129
H 14.945 -13.852 10.585
H 15.185 -16.399 11.149
H 15.802 -17.008 9.649
H 16.513 -18.333 11.615
H 17.804 -17.702 10.501
H 18.798 -17.314 12.681
H 17.330 -16.650 13.275
H 19.349 -15.243 13.899
H 17.768 -14.594 13.756
H 19.143 -13.646 13.283
H 20.266 -14.451 11.019
H 19.852 -15.985 10.242
H 20.553 -15.960 11.852
H 17.759 -12.992 11.894
O 19.446 -14.144 20.900
H 19.596 -13.742 20.045
H 19.508 -13.418 21.521
O 19.958 -12.781 18.360
H 19.371 -12.358 17.733
H 20.183 -12.089 18.982
O 19.851 -15.283 16.837
H 20.603 -15.862 16.709
H 20.171 -14.602 17.429
O 17.001 -15.078 16.277
H 17.924 -14.967 16.507
H 17.007 -15.250 15.336
*
```

SMILES: CC1(C)CCCC(C)(C)N1O.O.O.O.O
HOMO-LUMO gap: 8.04 eV
E_LUMO: 0.06 eV
HOMO: -8.0 eV

Atom charges from the Löwdin analysis, given in e for atoms 1 to 5: C -0.02; C -0.51; C -0.05; C -0.13; C -0.15

***

# 8
The following is a DFT calculation (ωB97M-V/def2-TZVPD) of an isolated ion of composition C7H11ClN3 and charge +1 at a distorted geometry.

Geometry as ORCA input:
```
! RIJCOSX wB97M-V def2-TZVPD def2/J DEFGRID3
* xyz 1 1
C 0.718 -1.901 0.462
C -0.307 1.784 -0.107
C -0.726 -1.651 0.073
C -1.070 -0.342 -0.637
C 1.414 0.443 -1.224
C 2.393 -0.459 -0.621
C -2.230 0.946 1.142
N 1.847 -1.550 0.117
N -1.165 0.782 0.131
N 0.961 1.481 -0.459
Cl 3.353 0.413 0.678
H 0.702 -2.703 1.079
H -0.657 2.836 0.039
H -0.959 -2.496 -0.525
H -1.182 -1.530 1.047
H -0.839 -0.195 -1.647
H 0.697 0.057 -2.055
H 3.110 -0.827 -1.322
H -2.988 1.682 0.823
H -2.819 0.114 0.929
H -1.899 1.019 2.126
H 1.645 2.097 -0.047
*
```

HOMO-LUMO gap: 7.84 eV
E_LUMO: -4.70 eV
HOMO: -12.5 eV

Atom charges from the Löwdin analysis, given in e for atoms 1 to 5: C -0.12; C -0.04; C -0.07; C -0.02; C -0.05

***

# 9
The following is a DFT calculation (ωB97M-V/def2-TZVPD) of an isolated ion of composition C2H4O2PS and charge -1 at a distorted geometry.

Geometry as ORCA input:
```
! RIJCOSX wB97M-V def2-TZVPD def2/J DEFGRID3
* xyz -1 1
C 0.270 0.785 0.792
C 1.654 -1.095 -0.363
O -1.480 -1.231 0.682
O -2.213 1.094 -0.304
P -0.985 -0.164 -0.249
S 1.807 0.512 0.199
H 0.127 1.618 1.502
H 1.001 -1.789 0.203
H 1.996 -1.391 -1.331
H -2.177 1.663 -1.132
*
```

HOMO-LUMO gap (spin up / spin down): 6.30 / 6.19 eV
E_LUMO (spin up / spin down): 3.46 / 3.46 eV
HOMO (spin up / spin down): -2.8 / -2.7 eV

Atom charges from the Löwdin analysis, given in e for atoms 1 to 5: C -0.65; C -0.50; O -0.56; O -0.42; P 0.49

***

# 10
The following is a DFT calculation (ωB97M-V/def2-TZVPD) of an isolated ion of composition C8H14N3 and charge +1 at a distorted geometry.

Geometry as ORCA input:
```
! RIJCOSX wB97M-V def2-TZVPD def2/J DEFGRID3
* xyz 1 1
C -0.909 1.793 -0.211
C 0.255 1.002 -0.018
C 0.217 -0.256 0.378
C 1.683 1.449 -0.219
C 1.107 -1.309 0.559
C 2.829 0.426 0.065
C 2.364 -1.002 -0.276
C -2.495 0.288 0.967
N -2.023 1.389 0.237
N -2.172 -0.934 0.249
N -2.915 -1.085 -0.927
H -0.810 2.714 -0.727
H 1.734 1.822 -1.328
H 1.856 2.299 0.490
H 1.470 -1.252 1.591
H 0.745 -2.339 0.405
H 3.661 0.748 -0.547
H 3.140 0.343 1.160
H 3.224 -1.743 0.053
H 2.142 -1.267 -1.374
H -1.854 0.320 1.876
H -3.562 0.350 1.241
H -3.925 -1.065 -0.591
H -2.869 -2.135 -1.175
H -2.892 -0.555 -1.876
*
```

HOMO-LUMO gap (spin up / spin down): 7.56 / 7.57 eV
E_LUMO (spin up / spin down): -4.74 / -4.73 eV
HOMO (spin up / spin down): -12.3 / -12.3 eV

Atom charges from the Löwdin analysis, given in e for atoms 1 to 5: C -0.10; C -0.20; C 0.14; C -0.11; C -0.18

***

# 11
The following is a DFT calculation (ωB97M-V/def2-TZVPD) of a 2-piece molecular cluster, C4H12N2OS overall at a distorted geometry.

Geometry as ORCA input:
```
! RIJCOSX wB97M-V def2-TZVPD def2/J DEFGRID3
* xyz 2 1
C -0.321 0.346 -1.344
C 0.217 -0.249 1.207
C 1.183 0.530 -2.975
C -0.651 -0.750 3.616
N -0.142 -0.156 -2.782
N -0.892 -0.512 2.229
O -1.019 1.366 -1.219
S 1.727 -0.338 1.849
H 1.263 1.429 -2.382
H 1.937 -0.162 -2.495
H 1.336 0.701 -3.987
H 0.367 -0.519 4.021
H -1.386 -0.144 4.095
H -0.885 -1.767 3.860
H -0.080 -1.148 -2.870
H -0.835 0.090 -3.592
H -1.461 -1.187 1.706
H -1.467 0.315 2.206
H -1.348 1.940 -1.916
H 2.458 0.215 0.773
*
```

HOMO-LUMO gap: 8.20 eV
E_LUMO: -7.89 eV
HOMO: -16.1 eV

Atom charges from the Löwdin analysis, given in e for atoms 1 to 5: C -0.10; C -0.42; C 0.01; C -0.05; N 0.01

***

# 12
The following is a DFT calculation (ωB97M-V/def2-TZVPD) of a 2-piece molecular cluster, C2H10N2 overall at a distorted geometry.

Geometry as ORCA input:
```
! RIJCOSX wB97M-V def2-TZVPD def2/J DEFGRID3
* xyz 0 1
N -0.399 0.150 -1.780
C 0.773 -0.774 -1.482
N 1.537 -0.875 -2.734
H -1.198 -0.458 -1.644
H -0.476 0.886 -1.077
H 0.574 -1.708 -0.984
H 1.566 -0.346 -0.864
H 1.598 0.092 -3.053
H 1.128 -1.325 -3.547
C -1.019 0.849 3.406
H -1.338 1.877 3.660
H -0.982 0.328 4.409
H -1.764 0.437 2.739
H -0.003 0.867 2.951
*
```

SMILES: NCN.C
HOMO-LUMO gap: 9.92 eV
E_LUMO: 0.81 eV
HOMO: -9.1 eV

Atom charges from the Löwdin analysis, given in e for atoms 1 to 5: N -0.01; C -0.33; N -0.05; H 0.04; H 0.05